[1]
14
Properties=species:S:1:pos:R:3 method="wB97M-V/def2-TZVPD" gap_ev=10.018 charge=0 homo_energy_ev=-9.17 relative_energy_kcal_mol=91.3 multiplicity=1 e_lumo_ev=0.9
C 0.188 -0.277 0.156
C -0.201 1.183 0.391
C 1.650 -0.694 -0.254
C 2.728 0.076 0.094
H -2.103 -0.086 0.240
H -2.435 -1.727 -0.638
H -0.761 1.399 1.271
H 0.456 2.102 0.114
H 1.459 -1.717 -0.732
H 3.670 -0.118 -0.196
H 2.535 1.130 0.511
N -1.936 -1.132 0.330
N -0.583 -1.176 -0.097
F -1.264 1.494 -0.502


[2]
25
Properties=species:S:1:pos:R:3 method="wB97M-V/def2-TZVPD" gap_ev="3.298 / 3.840" charge=-1 homo_energy_ev="-0.95 / -1.58" relative_energy_kcal_mol=0.2 multiplicity=3 e_lumo_ev="2.3 / 2.3"
C -1.272 2.045 -1.403
C -0.453 3.151 -1.612
C 0.770 3.483 -1.046
C 1.421 2.704 -0.088
C 1.031 1.484 0.487
Ti -0.516 0.578 -0.349
P -2.547 -0.817 -1.324
H -2.242 1.993 -1.893
H -0.805 3.932 -2.328
H 1.275 4.401 -1.340
H 1.580 1.012 1.319
H 2.375 3.106 0.302
H -2.291 -2.039 -2.035
H -3.346 -0.141 -2.297
H -3.551 -1.272 -0.397
C 0.135 -3.329 2.050
S 0.047 -1.806 1.131
C 1.813 -1.439 1.126
O -0.373 -2.135 -0.372
H 0.598 -3.146 3.025
H 0.791 -3.947 1.419
H -0.866 -3.752 2.065
H 2.308 -2.418 1.193
H 2.144 -0.779 0.314
H 1.975 -0.871 2.054


[3]
26
Properties=species:S:1:pos:R:3 method="wB97M-V/def2-TZVPD" gap_ev=7.880 charge=+1 homo_energy_ev=-11.43 relative_energy_kcal_mol=89.1 multiplicity=1 e_lumo_ev=-3.5
C 1.464 -0.920 0.312
C 2.315 2.227 -1.260
C 1.097 1.597 -1.211
C 0.581 1.015 -0.020
C -0.837 -1.079 -0.122
C 0.752 1.646 1.444
C -1.780 -1.629 -1.214
C -1.520 -1.382 1.266
N 0.474 -1.658 -0.082
N -0.746 0.419 -0.298
S 2.943 -0.978 0.822
H 2.773 2.812 -2.127
H 3.001 2.256 -0.408
H 0.464 1.329 -2.035
H 0.493 2.617 1.229
H 1.797 1.618 1.764
H 0.106 1.176 2.108
H -2.774 -1.277 -1.057
H -1.955 -2.603 -1.013
H -1.542 -1.405 -2.245
H -0.865 -1.823 2.003
H -2.260 -2.204 1.035
H -1.926 -0.452 1.685
H 0.614 -2.652 0.097
H -1.455 0.695 0.561
H -1.214 0.657 -1.233


[4]
10
Properties=species:S:1:pos:R:3 method="wB97M-V/def2-TZVPD" gap_ev="6.425 / 6.452" charge=0 homo_energy_ev="-8.16 / -8.18" relative_energy_kcal_mol=130.6 multiplicity=1 e_lumo_ev="-1.7 / -1.7"
C -0.437 -0.717 -0.079
C 0.827 -0.896 -0.355
C -1.422 1.424 -0.395
N -1.055 0.487 0.422
N 1.697 0.001 0.168
S 3.278 -0.072 0.161
H -1.162 -1.518 -0.531
H 1.135 -1.729 -0.861
H -1.809 2.397 0.031
H -1.052 0.623 1.439


[5]
17
Properties=species:S:1:pos:R:3 method="wB97M-V/def2-TZVPD" gap_ev=8.775 charge=0 homo_energy_ev=-8.36 relative_energy_kcal_mol=74.7 multiplicity=1 e_lumo_ev=0.4
C -0.346 -1.364 -0.975
C -0.819 1.231 -0.492
C -1.446 -0.134 -0.432
N 1.784 0.174 0.732
C 0.550 0.147 1.325
C -0.557 0.883 0.958
O 0.815 -0.978 -1.662
O -2.640 -0.426 -0.470
H 1.454 -0.675 -0.989
H 2.525 -0.271 1.267
H 2.068 1.093 0.398
H -0.144 -2.100 -0.193
H -1.015 -1.819 -1.706
H 0.047 1.343 -1.144
H -1.578 2.007 -0.600
H 0.523 -0.396 2.266
H -1.223 1.284 1.718


[6]
79
Properties=species:S:1:pos:R:3 method="wB97M-V/def2-TZVPD" gap_ev=6.073 charge=-2 homo_energy_ev=-1.85 relative_energy_kcal_mol=60.5 multiplicity=1 e_lumo_ev=4.2
Pb 0.163 -0.071 -0.387
C -1.427 2.577 3.123
O -2.377 3.472 2.546
C -2.709 3.391 1.195
C -4.045 3.898 0.971
C -4.797 3.575 -0.101
C -4.409 2.557 -1.032
C -3.295 1.794 -0.892
C -3.160 0.646 -1.808
N -2.143 -0.114 -1.900
N -2.081 -0.993 -2.949
C -1.452 -2.107 -2.586
O -1.226 -2.500 -1.420
C -0.974 -2.948 -3.742
C 0.229 -3.633 -3.600
C 0.741 -4.373 -4.656
C 0.047 -4.455 -5.857
C -1.163 -3.785 -5.996
C -1.666 -3.028 -4.946
C -2.271 2.111 0.127
O -1.522 1.186 0.695
H -1.175 3.018 4.089
H -0.535 2.471 2.518
H -1.865 1.588 3.272
H -4.463 4.475 1.789
H -5.781 4.020 -0.206
H -5.105 2.300 -1.824
H -3.999 0.490 -2.496
H 0.763 -3.542 -2.662
H 1.691 -4.883 -4.543
H 0.450 -5.029 -6.684
H -1.712 -3.845 -6.930
H -2.596 -2.483 -5.048
Cl 7.817 -0.974 0.212
C 6.102 -1.045 -0.195
C 5.706 -0.941 -1.541
C 4.388 -1.049 -1.874
C 3.349 -1.267 -0.895
O 2.175 -1.540 -1.250
C 3.788 -1.230 0.481
C 2.903 -1.259 1.613
N 1.658 -0.954 1.639
C 0.958 -0.954 2.851
C 1.509 -0.651 4.072
C 0.723 -0.629 5.245
C -0.612 -0.901 5.203
C -1.227 -1.194 3.960
C -2.612 -1.451 3.819
C -3.129 -1.734 2.593
C -2.266 -1.748 1.472
N -0.991 -1.499 1.572
C -0.451 -1.222 2.786
C 5.163 -1.187 0.784
H 6.459 -0.783 -2.304
H 4.063 -0.977 -2.905
H 3.382 -1.578 2.550
H 2.556 -0.383 4.129
H 1.196 -0.385 6.189
H -1.214 -0.893 6.105
H -3.245 -1.411 4.700
H -4.185 -1.928 2.458
H -2.619 -1.964 0.468
H 5.473 -1.226 1.823
C 2.928 3.540 -1.312
C 1.908 2.990 -0.296
O 1.802 1.654 -0.392
C 2.420 3.372 1.116
F 3.660 2.873 1.315
F 2.521 4.715 1.311
F 1.662 2.895 2.114
C 0.540 3.698 -0.582
F -2.065 4.394 -0.892
F 0.730 5.024 -0.898
F 0.034 3.130 -1.705
H 3.861 3.002 -1.157
H 3.094 4.613 -1.221
H 2.555 3.315 -2.311
O -0.375 3.657 0.448
C -1.712 3.517 0.105


[7]
47
Properties=species:S:1:pos:R:3 method="wB97M-V/def2-TZVPD" gap_ev=8.248 charge=0 homo_energy_ev=-7.76 relative_energy_kcal_mol=52.5 multiplicity=1 e_lumo_ev=0.5
C -8.303 -0.149 0.251
H -8.240 0.909 -0.025
O -7.345 -0.919 -0.432
C -6.027 -0.620 -0.255
C -5.536 0.377 0.580
C -4.174 0.598 0.685
C -3.277 -0.162 -0.053
C -3.769 -1.176 -0.874
C -5.123 -1.403 -0.974
H -5.509 -2.184 -1.610
H -3.082 -1.791 -1.439
N -1.887 -0.005 0.034
C -1.176 1.136 0.250
N 0.152 0.990 0.511
C 1.064 2.105 0.372
C 1.877 1.940 -0.916
N 2.560 0.659 -0.913
C 3.909 0.628 -0.846
O 4.580 1.640 -0.910
C 4.559 -0.765 -0.724
C 6.071 -0.640 -0.534
H 6.449 0.257 -1.017
C 6.186 -0.584 0.987
H 7.162 -0.889 1.356
C 5.078 -1.544 1.412
H 4.640 -1.299 2.382
H 5.443 -2.579 1.440
O 4.058 -1.448 0.425
H 5.969 0.426 1.333
H 6.578 -1.519 -0.932
H 4.302 -1.349 -1.619
C 1.657 -0.456 -0.758
H 0.967 -0.463 -1.612
C 0.868 -0.265 0.548
H 1.588 -0.216 1.373
H 0.205 -1.108 0.741
H 2.202 -1.395 -0.720
H 1.206 1.985 -1.780
H 2.630 2.724 -0.999
H 1.735 2.122 1.236
H 0.488 3.030 0.343
S -1.873 2.638 0.210
H -1.377 -0.804 -0.315
H -3.815 1.370 1.343
H -6.202 0.992 1.163
H -8.200 -0.249 1.337
H -9.271 -0.543 -0.055


[8]
20
Properties=species:S:1:pos:R:3 method="wB97M-V/def2-TZVPD" gap_ev="7.767 / 7.602" charge=0 homo_energy_ev="-7.21 / -6.72" relative_energy_kcal_mol=79.4 multiplicity=1 e_lumo_ev="0.6 / 0.9"
C -0.006 -0.804 -0.395
C 1.798 0.251 -1.335
C -0.486 -2.223 -0.408
C -0.643 -0.500 2.011
C -0.242 2.161 -0.773
C -0.329 0.105 0.662
C -0.382 1.455 0.513
O 0.747 -0.549 -1.470
H 2.272 0.397 -0.376
H 2.354 0.415 -2.240
H -0.559 2.061 1.392
H -0.561 -2.571 -1.438
H 0.223 -2.876 0.110
H -1.460 -2.339 0.061
H -0.752 0.280 2.761
H -1.579 -1.059 1.977
H 0.145 -1.179 2.338
H -0.898 1.747 -1.540
H 0.790 2.002 -1.171
H -0.432 3.227 -0.678


[9]
135
Properties=species:S:1:pos:R:3 method="wB97M-V/def2-TZVPD" gap_ev=5.548 charge=+1 homo_energy_ev=-10.14 multiplicity=1 e_lumo_ev=-4.6
N -3.820 2.936 2.233
P -4.285 4.487 1.531
O -3.143 5.619 2.016
C -4.169 4.169 -0.312
C -4.088 2.798 -0.828
N -4.009 2.566 -2.179
C -3.892 1.157 -2.642
C -2.672 0.337 -2.035
C -1.350 1.168 -1.740
C -0.823 0.776 -0.294
N -0.495 1.931 0.564
C 0.209 1.730 1.744
C 0.474 2.954 2.506
C -0.215 3.962 1.634
C -0.784 3.303 0.459
C -4.028 3.551 -3.144
C -4.106 4.984 -2.773
C -4.134 6.098 -3.875
C -5.571 6.804 -3.992
F -5.381 8.199 -3.824
C -4.155 5.262 -1.310
C -4.194 6.796 -0.913
O -5.148 7.475 -1.104
O -3.025 7.266 -0.287
C -2.082 7.765 -1.291
C -1.223 6.631 -1.967
C 0.352 6.863 -1.843
F 0.610 7.427 -0.614
F 0.894 5.577 -1.864
C 0.775 7.733 -3.084
F -0.127 8.717 -3.411
F 0.773 6.868 -4.170
S 2.481 8.525 -3.014
F 3.070 7.395 -2.004
F 2.972 7.613 -4.300
F 1.992 9.652 -4.107
F 2.064 9.545 -1.819
F 3.959 9.212 -3.024
H -3.770 3.002 3.251
H -4.566 2.295 1.942
H -3.558 6.117 2.746
H -4.096 1.956 -0.094
H -4.835 0.624 -2.318
H -3.834 1.118 -3.760
H -3.065 -0.230 -1.150
H -2.397 -0.448 -2.800
H -1.434 2.270 -1.911
H -0.565 0.801 -2.462
H -1.531 0.120 0.282
H 0.131 0.182 -0.401
H 0.586 0.760 2.162
H 1.007 3.077 3.471
H -0.270 5.056 1.864
H -1.369 3.714 -0.386
H -3.961 3.329 -4.235
H -3.798 5.672 -4.866
H -3.418 6.939 -3.654
H -5.976 6.629 -5.018
H -6.199 6.386 -3.169
H -1.501 8.621 -0.876
H -2.739 8.205 -2.104
H -1.442 6.458 -3.054
H -1.418 5.673 -1.408
C 1.955 -1.440 5.954
C 2.568 -2.468 6.665
C 2.914 -3.648 6.024
C 2.636 -3.811 4.669
C 2.000 -2.790 3.962
C 1.671 -1.600 4.606
C 1.654 -2.968 2.530
O 1.102 -2.076 1.910
C 1.984 -4.253 1.867
C 1.616 -4.458 0.540
C 1.932 -5.652 -0.092
C 2.626 -6.643 0.596
C 2.991 -6.446 1.920
C 2.663 -5.256 2.562
C 3.027 -5.070 3.988
O 3.629 -5.937 4.591
H 1.694 -0.515 6.455
H 2.778 -2.346 7.722
H 3.395 -4.443 6.580
H 1.189 -0.800 4.058
H 1.078 -3.689 -0.001
H 1.640 -5.811 -1.123
H 2.879 -7.572 0.098
H 3.527 -7.223 2.452
C -1.216 -12.152 1.160
C -0.185 -11.268 0.853
C -0.475 -9.961 0.489
C -1.798 -9.535 0.418
C -2.833 -10.428 0.702
C -2.537 -11.734 1.084
C -4.249 -10.004 0.583
O -5.151 -10.778 0.834
C -4.546 -8.617 0.144
C -5.870 -8.219 -0.028
C -6.159 -6.922 -0.425
C -5.127 -6.013 -0.643
C -3.807 -6.406 -0.479
C -3.512 -7.711 -0.094
C -2.096 -8.131 0.044
O -1.193 -7.339 -0.151
H -0.988 -13.170 1.453
H 0.846 -11.599 0.901
H 0.332 -9.275 0.256
H -3.336 -12.427 1.318
H -6.677 -8.922 0.144
H -7.190 -6.616 -0.563
H -5.354 -4.997 -0.947
H -3.007 -5.696 -0.655
C 3.725 3.906 -0.413
C 4.757 4.222 -1.294
C 5.792 3.323 -1.505
C 5.807 2.108 -0.826
C 4.786 1.802 0.075
C 3.739 2.700 0.270
C 4.814 0.532 0.842
O 3.923 0.262 1.625
C 5.952 -0.399 0.645
C 6.022 -1.567 1.400
C 7.075 -2.451 1.214
C 8.058 -2.177 0.267
C 7.995 -1.012 -0.483
C 6.948 -0.115 -0.290
C 6.910 1.145 -1.072
O 7.770 1.388 -1.897
H 2.912 4.606 -0.256
H 4.752 5.170 -1.818
H 6.590 3.571 -2.195
H 2.936 2.461 0.959
H 5.257 -1.787 2.137
H 7.130 -3.358 1.807
H 8.876 -2.872 0.118
H 8.766 -0.800 -1.215


[10]
99
Properties=species:S:1:pos:R:3 method="wB97M-V/def2-TZVPD" gap_ev=6.157 charge=+1 homo_energy_ev=-10.13 multiplicity=1 e_lumo_ev=-4.0
Sn -0.602 -0.487 -0.630
O 1.210 2.916 1.638
S 0.191 3.347 0.679
C 0.555 2.836 -1.066
C -0.345 3.492 -1.896
C -0.274 3.442 -3.277
C 0.852 2.826 -3.832
C 1.791 2.215 -3.015
C 1.634 2.139 -1.628
P 2.548 0.712 -0.797
C 3.538 1.343 0.558
C 4.219 2.565 0.521
C 5.108 2.917 1.523
C 5.317 2.045 2.588
C 4.643 0.857 2.634
C 3.730 0.497 1.636
C 3.753 0.166 -2.080
C 5.071 0.577 -2.120
C 5.877 0.124 -3.187
C 5.386 -0.726 -4.174
C 4.082 -1.186 -4.081
C 3.294 -0.760 -3.013
C -1.338 2.447 1.113
C -2.509 2.914 0.566
C -3.766 2.438 0.933
C -3.805 1.427 1.902
C -2.634 0.994 2.499
C -1.363 1.459 2.081
P 0.144 0.638 2.870
C 0.272 1.567 4.440
C 1.510 2.060 4.847
C 1.609 2.727 6.066
C 0.502 2.907 6.861
C -0.749 2.456 6.457
C -0.838 1.741 5.289
C -0.536 -1.013 3.348
C -1.410 -1.695 2.486
C -1.704 -3.032 2.755
C -1.179 -3.684 3.868
C -0.288 -3.007 4.692
C 0.032 -1.689 4.398
H -1.095 4.158 -1.467
H -0.982 3.943 -3.883
H 0.974 2.889 -4.903
H 2.634 1.735 -3.492
H 4.068 3.185 -0.366
H 5.651 3.841 1.454
H 6.001 2.227 3.395
H 4.788 0.179 3.458
H 3.242 -0.458 1.683
H 5.490 1.183 -1.341
H 6.923 0.436 -3.222
H 6.012 -1.078 -4.987
H 3.697 -1.893 -4.783
H 2.312 -1.203 -2.920
H -2.498 3.761 -0.125
H -4.611 2.813 0.443
H -4.740 0.992 2.214
H -2.671 0.253 3.266
H 2.350 1.937 4.188
H 2.558 3.067 6.398
H 0.602 3.421 7.809
H -1.644 2.614 7.052
H -1.837 1.410 4.999
H -1.939 -1.231 1.663
H -2.362 -3.558 2.089
H -1.494 -4.696 4.053
H 0.061 -3.432 5.609
H 0.759 -1.147 5.047
N -0.712 -0.302 -3.076
C -2.033 -0.221 -3.714
C -2.887 0.820 -2.979
N -2.898 0.492 -1.560
H -0.223 0.586 -3.181
H -0.096 -1.011 -3.502
H -2.514 -1.242 -3.603
H -1.959 0.045 -4.771
H -3.896 0.878 -3.429
H -2.427 1.784 -3.114
H -3.537 -0.284 -1.389
H -3.224 1.295 -1.020
O -2.871 -6.024 -5.266
N -3.705 -5.702 -4.440
O -4.892 -5.953 -4.461
C -3.211 -4.844 -3.302
C -4.120 -4.339 -2.398
C -3.612 -3.472 -1.470
C -2.289 -2.952 -1.410
O -1.956 -2.056 -0.541
C -1.437 -3.632 -2.285
C -1.864 -4.567 -3.232
N 0.014 -3.446 -2.252
O 0.509 -2.520 -1.612
O 0.668 -4.254 -2.847
N -4.543 -2.909 -0.461
O -5.134 -3.702 0.220
O -4.592 -1.691 -0.373
H -5.180 -4.619 -2.426
H -1.154 -5.016 -3.883


[11]
12
Properties=species:S:1:pos:R:3 method="wB97M-V/def2-TZVPD" gap_ev=4.604 charge=0 homo_energy_ev=-6.37 relative_energy_kcal_mol=0.0 multiplicity=1 e_lumo_ev=-1.8
C -2.553 -0.285 0.685
C -2.595 0.976 0.267
O -1.460 1.705 0.010
H -1.614 -0.824 0.827
H -3.484 -0.779 0.960
H -3.524 1.537 0.156
H -1.681 2.618 -0.200
H 4.923 -2.961 -1.100
C 4.408 -2.060 -0.824
C 3.696 -1.096 -0.547
O 2.886 -0.186 -0.292
Ag 0.998 1.355 0.058